DFT (ωB97M-V with the def2-TZVPD basis set) results for a structure of composition C20H20N4S5Ti.

LUMO level (alpha / beta) = -0.57 / -0.57 eV
Total energy = -3833.6100 a.u.
Energy relative to the best compared isomer or geometry (same formula, charge and spin) = 121.37 kJ/mol
HOMO (alpha / beta) = -0.243 / -0.243 Ha

The geometry in ORCA input format:
```
! wB97M-V def2-TZVPD RIJCOSX def2/J DEFGRID3
* xyz 0 1
Ti -0.43 -0.36 0.08
S -0.58 1.40 -1.54
C -2.31 1.72 -1.71
C -2.76 2.66 -2.63
C -4.11 2.92 -2.77
C -5.04 2.25 -1.98
C -4.60 1.31 -1.06
C -3.24 1.04 -0.91
S -2.73 -0.09 0.34
C -1.41 -1.02 3.12
C -0.63 -1.94 2.53
C -0.67 -3.33 2.97
C 0.24 -4.22 2.56
C 1.28 -3.81 1.65
C 1.25 -2.55 1.16
C 2.33 -2.11 0.20
S 1.96 -0.60 -0.76
C 1.73 -1.27 -2.38
C 2.73 -1.13 -3.33
C 2.57 -1.68 -4.59
C 1.41 -2.38 -4.88
C 0.40 -2.51 -3.94
C 0.54 -1.96 -2.67
S -0.77 -2.12 -1.50
N 0.30 -1.61 1.50
H -2.03 3.17 -3.25
H -4.44 3.65 -3.49
H -6.10 2.45 -2.08
H -5.31 0.78 -0.44
H -2.16 -1.35 3.82
H -1.34 0.05 2.94
H -1.44 -3.59 3.68
H 0.22 -5.24 2.93
H 2.04 -4.50 1.31
H 2.54 -2.90 -0.53
H 3.26 -1.91 0.74
H 3.63 -0.58 -3.07
H 3.35 -1.56 -5.33
H 1.27 -2.81 -5.86
H -0.51 -3.04 -4.18
N 2.06 2.61 -0.40
N 2.35 3.13 0.87
C 1.63 2.77 1.94
N 1.94 3.43 3.09
S 0.34 1.70 1.95
H 2.80 2.89 -1.03
H 1.16 2.95 -0.73
H 2.86 4.00 0.92
H 2.85 3.85 3.19
H 1.50 3.08 3.92
*
```